[1]
Formula: C33H41N8OSSeW
Source: OMol25
Level of theory: the ωB97M-V functional and the def2-TZVPD basis

Output
2S+1 ... 1
Charge ... +1
HOMO energy ... -0.30630 hartree
Energy ... -4661.7869 a.u.
Energy above the lowest of the compared OMol25 structures with the same formula, charge and spin ... 2.667 eV
Gap between HOMO and LUMO ... 6.2 eV

Geometry as XYZ:
```
86
C33H41N8OSSeW (the ωB97M-V functional and the def2-TZVPD basis)
W -0.09 -0.67 1.43
C -2.54 -2.15 5.95
N -1.24 -1.53 5.81
C -0.47 -1.00 6.83
C 0.64 -0.51 6.29
N 0.58 -0.74 4.90
C -0.61 -1.37 4.62
S -1.27 -1.87 3.16
C 1.69 -0.39 4.08
C 2.94 -0.39 4.71
C 4.01 0.19 4.07
C 3.82 0.75 2.82
C 2.58 0.61 2.23
N 1.53 0.00 2.81
H -2.83 -2.11 7.00
H -2.49 -3.19 5.63
H -3.27 -1.63 5.34
H -0.81 -1.00 7.85
H 1.45 0.04 6.74
H 3.06 -0.85 5.68
H 4.99 0.19 4.54
H 4.61 1.25 2.28
H 2.43 0.92 1.21
C -1.03 1.04 2.38
C -1.52 1.30 1.00
C -2.92 0.96 0.66
C -3.57 1.57 -0.33
C -2.97 2.67 -1.08
C -1.75 3.11 -0.79
C -0.88 2.42 0.18
H -1.83 0.85 3.08
H -0.38 1.84 2.74
H -3.41 0.25 1.31
H -4.61 1.31 -0.53
H -3.58 3.19 -1.81
H -1.37 4.02 -1.25
H -0.16 3.03 0.72
C -0.43 1.03 -0.16
H -0.79 0.63 -1.10
H 0.63 0.80 0.10
C 2.12 4.28 -5.22
C 2.13 2.89 -5.84
N 2.14 1.83 -4.83
C 0.95 0.98 -4.73
C -0.25 1.71 -4.15
C 3.33 1.55 -4.24
O 4.37 2.11 -4.56
C 3.36 0.53 -3.14
C 4.32 -0.47 -3.14
C 4.35 -1.36 -2.08
C 3.45 -1.20 -1.04
N 2.55 -0.22 -1.01
C 2.51 0.62 -2.05
H 2.12 5.04 -6.00
H 3.01 4.42 -4.61
H 1.24 4.42 -4.59
H 3.01 2.77 -6.47
H 1.25 2.74 -6.46
H 1.18 0.10 -4.14
H 0.71 0.62 -5.74
H -0.06 2.05 -3.13
H -1.12 1.05 -4.13
H -0.52 2.59 -4.75
H 5.02 -0.54 -3.96
H 5.07 -2.17 -2.05
H 3.43 -1.88 -0.20
H 1.77 1.42 -2.00
N 1.77 -3.29 1.75
C 1.08 -2.33 1.64
H 1.64 -4.26 1.99
C -3.20 -1.01 -2.72
N -3.53 -1.86 -1.59
C -4.80 -2.28 -1.26
C -4.68 -3.09 -0.18
N -3.34 -3.15 0.13
C -2.77 -4.01 1.15
C -2.64 -2.38 -0.72
Se -0.79 -2.10 -0.81
H -4.11 -0.82 -3.28
H -2.47 -1.50 -3.35
H -2.79 -0.06 -2.37
H -5.67 -1.98 -1.82
H -5.42 -3.63 0.38
H -3.01 -5.05 0.92
H -3.16 -3.74 2.13
H -1.69 -3.88 1.15
```

[2]
Formula: H2NO4P
Source: OMol25
Level of theory: the ωB97M-V functional and the def2-TZVPD basis

Output
2S+1 ... 1
Charge ... 0
HOMO energy (alpha / beta) ... -0.37653 / -0.37072 hartree
Energy ... -698.0062 a.u.
Energy above the lowest of the compared OMol25 structures with the same formula, charge and spin ... 7.380 eV
Gap between HOMO and LUMO (alpha / beta) ... 8.5 / 8.1 eV

Geometry as XYZ:
```
8
H2NO4P (the ωB97M-V functional and the def2-TZVPD basis)
N -0.03 0.45 -0.03
O -2.46 1.34 -0.12
O -1.07 -1.82 0.05
O -2.82 -0.54 -0.38
O -2.21 -1.32 0.40
P -1.04 1.72 0.12
H -0.36 -0.64 -0.21
H 0.91 0.43 0.29
```

[3]
Formula: C4H8N3S
Source: OMol25
Level of theory: the ωB97M-V functional and the def2-TZVPD basis

Output
2S+1 ... 1
Charge ... +1
HOMO energy (alpha / beta) ... -0.47166 / -0.47171 hartree
Energy ... -719.3743 a.u.
Energy above the lowest of the compared OMol25 structures with the same formula, charge and spin ... 2.083 eV
Gap between HOMO and LUMO (alpha / beta) ... 8.7 / 8.7 eV

Geometry as XYZ:
```
16
C4H8N3S (the ωB97M-V functional and the def2-TZVPD basis)
C -2.35 -0.26 -0.29
C -2.23 1.10 -0.20
C -0.24 0.22 0.14
C 1.16 0.09 0.47
N -1.11 -0.78 -0.07
N -0.92 1.37 0.05
N 1.71 -1.80 -0.32
S 2.20 1.34 -0.19
H -3.21 -0.86 -0.47
H -2.97 1.87 -0.30
H 1.38 -0.23 1.48
H -0.52 2.29 0.18
H 2.43 -2.07 0.34
H -0.81 -1.75 -0.12
H 2.17 -1.53 -1.18
H 3.30 1.00 0.48
```

[4]
Formula: C39H55F3O2P2PtSiTe4
Source: OMol25
Level of theory: the ωB97M-V functional and the def2-TZVPD basis

Output
2S+1 ... 5
Charge ... 0
HOMO energy (alpha / beta) ... -0.22102 / -0.27305 hartree
Energy ... -4132.8760 a.u.
Energy above the lowest of the compared OMol25 structures with the same formula, charge and spin ... 0.535 eV
Gap between HOMO and LUMO (alpha / beta) ... 5.5 / 5.0 eV

Geometry as XYZ:
```
107
C39H55F3O2P2PtSiTe4 (the ωB97M-V functional and the def2-TZVPD basis)
Pt -0.51 -1.37 0.07
C -2.88 -0.38 3.06
Si -1.88 -0.03 1.49
C -0.57 1.23 2.09
C -1.00 2.43 2.65
C -0.09 3.42 3.01
C 1.26 3.22 2.80
C 1.71 2.02 2.27
C 0.81 1.01 1.94
P 1.35 -0.61 1.30
C 2.95 -0.37 0.40
C 3.01 -1.45 -0.69
C 4.23 -1.25 -1.59
C 5.52 -1.25 -0.77
C 5.45 -0.19 0.32
C 4.24 -0.41 1.23
C 1.75 -1.64 2.81
C 0.56 -2.54 3.19
C 0.67 -2.99 4.64
C 0.52 -1.79 5.60
C 1.06 -0.50 4.96
C 2.23 -0.81 4.02
C -3.05 0.70 0.17
C -4.34 1.06 0.55
C -5.30 1.41 -0.39
C -4.99 1.37 -1.74
C -3.71 1.02 -2.14
C -2.73 0.70 -1.21
P -0.96 0.41 -1.63
C -0.38 2.17 -1.92
C -0.56 3.02 -0.66
C 0.26 4.32 -0.77
C 0.36 4.80 -2.23
C -0.91 4.41 -2.98
C -1.02 2.88 -3.12
C -0.64 -0.42 -3.27
C -1.59 -0.22 -4.46
C -0.88 -0.54 -5.78
C 0.18 -1.63 -5.60
C 1.31 -1.14 -4.68
C 0.80 -0.08 -3.68
H -3.01 0.54 3.63
H -2.38 -1.10 3.70
H -3.86 -0.79 2.81
H -2.06 2.62 2.78
H -0.44 4.35 3.44
H 1.98 4.00 3.05
H 2.77 1.88 2.10
H 2.86 0.61 -0.09
H 2.10 -1.44 -1.28
H 3.07 -2.44 -0.22
H 4.14 -0.29 -2.12
H 4.26 -2.04 -2.35
H 6.37 -1.07 -1.42
H 5.65 -2.24 -0.31
H 5.39 0.80 -0.14
H 6.36 -0.21 0.92
H 4.23 0.34 2.02
H 4.34 -1.39 1.71
H 2.57 -2.28 2.47
H 0.54 -3.41 2.54
H -0.39 -2.01 3.05
H 1.63 -3.48 4.79
H -0.10 -3.73 4.85
H 1.06 -2.00 6.52
H -0.53 -1.65 5.86
H 1.38 0.20 5.73
H 0.27 -0.01 4.39
H 2.98 -1.38 4.57
H 2.70 0.12 3.70
H -4.60 1.06 1.60
H -6.30 1.69 -0.06
H -5.75 1.59 -2.48
H -3.50 0.98 -3.20
H 0.70 2.06 -2.09
H -0.24 2.47 0.21
H -1.62 3.25 -0.53
H 1.27 4.15 -0.37
H -0.21 5.08 -0.15
H 1.23 4.36 -2.72
H 0.49 5.89 -2.25
H -0.92 4.87 -3.98
H -1.77 4.80 -2.44
H -0.52 2.57 -4.04
H -2.07 2.62 -3.20
H -0.63 -1.48 -3.01
H -1.95 0.81 -4.50
H -2.46 -0.88 -4.34
H -0.40 0.36 -6.17
H -1.62 -0.86 -6.52
H 0.59 -1.92 -6.57
H -0.30 -2.52 -5.17
H 2.12 -0.70 -5.27
H 1.72 -1.99 -4.13
H 0.83 0.91 -4.15
H 1.46 -0.05 -2.81
Te -0.40 -4.00 -0.20
Te 0.66 -4.55 -2.62
Te -2.58 -4.03 -3.37
Te -2.68 -2.65 -1.01
F -5.18 -4.60 3.31
C -3.94 -4.09 3.30
F -3.08 -5.11 3.48
F -3.83 -3.29 4.38
C -3.63 -3.30 1.99
O -4.59 -2.79 1.41
O -2.41 -3.26 1.69
```

[5]
Formula: C2HO4
Source: OMol25
Level of theory: the ωB97M-V functional and the def2-TZVPD basis

Output
2S+1 ... 1
Charge ... -1
HOMO energy ... -0.18981 hartree
Energy ... -377.8684 a.u.
Energy above the lowest of the compared OMol25 structures with the same formula, charge and spin ... 0.048 eV
Gap between HOMO and LUMO ... 9.4 eV

Geometry as XYZ:
```
7
C2HO4 (the ωB97M-V functional and the def2-TZVPD basis)
C -0.25 0.85 0.03
C 2.43 0.13 0.00
O 3.20 1.01 -0.14
O 0.92 1.06 0.47
O 2.18 -1.01 -0.14
O -1.06 1.68 -0.39
H -0.55 -0.25 0.06
```

[6]
Formula: C27H24BrCoN5O4S2
Source: OMol25
Level of theory: the ωB97M-V functional and the def2-TZVPD basis

Output
2S+1 ... 2
Charge ... 0
HOMO energy (alpha / beta) ... -0.28844 / -0.28755 hartree
Energy ... -6371.2398 a.u.
Energy above the lowest of the compared OMol25 structures with the same formula, charge and spin ... 0.000 eV
Gap between HOMO and LUMO (alpha / beta) ... 7.4 / 7.3 eV

Geometry as XYZ:
```
64
C27H24BrCoN5O4S2 (the ωB97M-V functional and the def2-TZVPD basis)
Co -0.04 -0.22 -0.53
C -1.33 -3.48 3.53
C -0.47 -2.40 2.96
C 0.44 -2.66 1.94
C 1.28 -1.67 1.44
C 1.17 -0.38 1.97
C 0.26 -0.09 2.97
C -0.54 -1.10 3.47
S 2.16 0.92 1.28
O 3.46 0.40 0.94
O 2.12 2.08 2.13
N 1.22 1.14 -0.02
C 1.09 2.33 -0.69
C 1.89 3.45 -0.65
C 1.53 4.59 -1.39
C 0.41 4.65 -2.17
C -0.44 3.52 -2.23
C -1.65 3.46 -2.96
C -2.42 2.33 -2.92
C -1.99 1.23 -2.18
N -0.85 1.25 -1.51
C -0.09 2.37 -1.51
H -1.40 -4.33 2.85
H -2.34 -3.12 3.73
H -0.91 -3.84 4.48
H 0.50 -3.66 1.53
H 2.01 -1.88 0.68
H 0.19 0.92 3.35
H -1.26 -0.88 4.24
H 2.77 3.46 -0.03
H 2.19 5.45 -1.33
H 0.16 5.54 -2.72
H -1.97 4.33 -3.53
H -3.36 2.27 -3.45
H -2.57 0.31 -2.10
C 5.68 -0.48 -1.75
C 4.89 -1.75 -2.06
C 3.47 -1.44 -2.36
N 2.54 -1.38 -1.48
N 1.33 -0.97 -1.96
C 1.35 -0.76 -3.25
N 0.27 -0.37 -3.97
S 2.91 -1.01 -3.96
H 6.71 -0.73 -1.50
H 5.23 0.04 -0.90
H 5.69 0.19 -2.60
H 4.89 -2.42 -1.19
H 5.34 -2.30 -2.89
H -0.63 -0.46 -3.53
H 0.31 -0.42 -4.97
Br -4.65 -3.70 1.59
C -4.17 -1.91 2.00
C -4.64 -1.40 3.20
C -4.33 -0.11 3.58
C -3.52 0.67 2.76
C -3.03 0.14 1.58
C -3.34 -1.16 1.18
C -2.79 -1.65 -0.14
O -3.47 -2.37 -0.86
O -1.61 -1.23 -0.41
H -5.27 -2.02 3.83
H -4.71 0.29 4.51
H -3.27 1.69 3.04
H -2.38 0.74 0.95
```

[7]
Formula: C5H11ClN2
Source: OMol25
Level of theory: the ωB97M-V functional and the def2-TZVPD basis

Output
2S+1 ... 1
Charge ... 0
HOMO energy ... -0.31743 hartree
Energy ... -766.6507 a.u.
Energy above the lowest of the compared OMol25 structures with the same formula, charge and spin ... 4.266 eV
Gap between HOMO and LUMO ... 9.4 eV

Geometry as XYZ:
```
19
C5H11ClN2 (the ωB97M-V functional and the def2-TZVPD basis)
C 1.72 -1.13 1.24
C 0.65 -0.60 0.15
C -0.28 -1.50 -0.71
C -1.26 -0.17 -0.41
C -0.50 0.32 0.73
H 2.27 -1.88 0.78
H 0.91 -1.60 1.90
H 2.39 -0.30 1.79
H -0.68 -2.28 -0.13
H -0.12 -1.76 -1.63
H -0.83 0.57 -1.07
H -2.69 -0.44 1.11
H -3.08 -1.05 -0.81
H -0.63 -0.14 1.70
H -0.21 2.32 0.01
H 0.07 1.97 1.71
N -2.71 -0.18 -0.13
N -0.55 1.83 0.83
Cl 1.38 0.68 -0.96
```

[8]
Formula: C5H8O
Source: OMol25
Level of theory: the ωB97M-V functional and the def2-TZVPD basis

Output
2S+1 ... 1
Charge ... 0
HOMO energy ... -0.36471 hartree
Energy ... -270.3858 a.u.
Energy above the lowest of the compared OMol25 structures with the same formula, charge and spin ... 4.683 eV
Gap between HOMO and LUMO ... 10.0 eV

Geometry as XYZ:
```
14
C5H8O (the ωB97M-V functional and the def2-TZVPD basis)
C 0.23 1.55 -0.73
C 1.78 -0.72 -0.54
C 0.80 -1.49 -0.16
C -0.64 -1.42 0.30
O -1.22 -0.15 0.25
C -0.36 0.94 0.55
H -0.60 1.95 -1.32
H 0.77 0.86 -1.39
H 0.93 2.36 -0.49
H 1.32 -2.46 -0.11
H -0.67 -1.85 1.32
H -1.26 -2.07 -0.34
H 0.41 0.64 1.28
H -0.99 1.70 1.02
```

Look up the energy of the first one.
-4661.7869 a.u.

Number 5 is which compound?
C2HO4

The lowest charge belongs to which entry?
C2HO4

What did the sixth record say?
Formula: C27H24BrCoN5O4S2
Source: OMol25
Level of theory: the ωB97M-V functional and the def2-TZVPD basis

Output
2S+1 ... 2
Charge ... 0
HOMO energy (alpha / beta) ... -0.28844 / -0.28755 hartree
Energy ... -6371.2398 a.u.
Energy above the lowest of the compared OMol25 structures with the same formula, charge and spin ... 0.000 eV
Gap between HOMO and LUMO (alpha / beta) ... 7.4 / 7.3 eV

Geometry as XYZ:
```
64
C27H24BrCoN5O4S2 (the ωB97M-V functional and the def2-TZVPD basis)
Co -0.04 -0.22 -0.53
C -1.33 -3.48 3.53
C -0.47 -2.40 2.96
C 0.44 -2.66 1.94
C 1.28 -1.67 1.44
C 1.17 -0.38 1.97
C 0.26 -0.09 2.97
C -0.54 -1.10 3.47
S 2.16 0.92 1.28
O 3.46 0.40 0.94
O 2.12 2.08 2.13
N 1.22 1.14 -0.02
C 1.09 2.33 -0.69
C 1.89 3.45 -0.65
C 1.53 4.59 -1.39
C 0.41 4.65 -2.17
C -0.44 3.52 -2.23
C -1.65 3.46 -2.96
C -2.42 2.33 -2.92
C -1.99 1.23 -2.18
N -0.85 1.25 -1.51
C -0.09 2.37 -1.51
H -1.40 -4.33 2.85
H -2.34 -3.12 3.73
H -0.91 -3.84 4.48
H 0.50 -3.66 1.53
H 2.01 -1.88 0.68
H 0.19 0.92 3.35
H -1.26 -0.88 4.24
H 2.77 3.46 -0.03
H 2.19 5.45 -1.33
H 0.16 5.54 -2.72
H -1.97 4.33 -3.53
H -3.36 2.27 -3.45
H -2.57 0.31 -2.10
C 5.68 -0.48 -1.75
C 4.89 -1.75 -2.06
C 3.47 -1.44 -2.36
N 2.54 -1.38 -1.48
N 1.33 -0.97 -1.96
C 1.35 -0.76 -3.25
N 0.27 -0.37 -3.97
S 2.91 -1.01 -3.96
H 6.71 -0.73 -1.50
H 5.23 0.04 -0.90
H 5.69 0.19 -2.60
H 4.89 -2.42 -1.19
H 5.34 -2.30 -2.89
H -0.63 -0.46 -3.53
H 0.31 -0.42 -4.97
Br -4.65 -3.70 1.59
C -4.17 -1.91 2.00
C -4.64 -1.40 3.20
C -4.33 -0.11 3.58
C -3.52 0.67 2.76
C -3.03 0.14 1.58
C -3.34 -1.16 1.18
C -2.79 -1.65 -0.14
O -3.47 -2.37 -0.86
O -1.61 -1.23 -0.41
H -5.27 -2.02 3.83
H -4.71 0.29 4.51
H -3.27 1.69 3.04
H -2.38 0.74 0.95
```